Entry 1:
{
  "formula": "C28H18F5N4O4PdS3Se",
  "method": "ωB97M-V with the def2-TZVPD basis set",
  "elements": ["Pd", "Se", "C", "N", "O", "S", "C", "C", "C", "C", "C", "C", "C", "C", "C", "C", "C", "C", "H", "H", "H", "H", "H", "H", "H", "H", "H", "H", "F", "C", "C", "F", "C", "F", "C", "O", "C", "F", "C", "F", "N", "C", "C", "C", "C", "C", "C", "S", "O", "O", "N", "C", "S", "C", "C", "N", "H", "H", "H", "H", "H", "H", "H", "H"],
  "xyz": [[1.77, -0.97, -0.13], [5.97, -3.33, -0.37], [4.32, -2.66, -0.19], [3.24, -2.28, -0.06], [1.11, -2.18, -1.79], [0.46, -2.34, -3.13], [-1.23, -2.81, -2.78], [-2.09, -3.12, -3.83], [-3.39, -3.50, -3.55], [-3.82, -3.57, -2.23], [-2.95, -3.27, -1.19], [-1.64, -2.90, -1.46], [0.15, -0.73, -3.84], [0.95, -0.37, -4.91], [0.82, 0.91, -5.45], [-0.09, 1.79, -4.91], [-0.90, 1.42, -3.84], [-0.78, 0.15, -3.30], [-1.74, -3.05, -4.85], [-4.07, -3.74, -4.36], [-4.84, -3.86, -2.01], [-3.29, -3.31, -0.16], [-0.95, -2.65, -0.66], [1.67, -1.07, -5.31], [1.45, 1.20, -6.28], [-0.18, 2.79, -5.32], [-1.60, 2.11, -3.40], [-1.40, -0.15, -2.47], [0.15, -2.24, 6.41], [0.66, -1.81, 5.24], [0.44, -2.49, 4.06], [-0.30, -3.61, 4.08], [0.98, -2.05, 2.87], [0.71, -2.78, 1.77], [1.75, -0.88, 2.77], [2.28, -0.36, 1.70], [1.97, -0.22, 4.01], [2.67, 0.92, 4.01], [1.44, -0.67, 5.20], [1.65, 0.03, 6.33], [-0.80, 3.87, 5.37], [-0.86, 3.15, 4.18], [-0.83, 1.75, 4.20], [-0.90, 1.03, 3.03], [-1.01, 1.68, 1.81], [-1.10, 3.07, 1.78], [-1.02, 3.80, 2.95], [-1.07, 0.76, 0.31], [-1.55, -0.56, 0.65], [-1.85, 1.57, -0.61], [0.42, 0.58, -0.29], [1.03, 1.59, -0.99], [0.40, 3.18, -1.37], [1.88, 3.55, -2.18], [2.70, 2.48, -2.14], [2.23, 1.38, -1.47], [-0.34, 3.39, 6.12], [-0.45, 4.81, 5.26], [-0.75, 1.24, 5.15], [-0.88, -0.05, 3.05], [-1.24, 3.58, 0.84], [-1.08, 4.88, 2.92], [2.04, 4.51, -2.65], [3.68, 2.43, -2.59]],
  "mulliken_charge": [1.0940, -0.3083, 0.2847, -0.7934, -0.2849, -0.1621, 0.0021, -0.4238, -0.4753, -0.5538, -0.5407, 0.0304, 0.6073, -0.5924, -0.5994, -0.4008, -0.8816, -0.1564, 0.3759, 0.3789, 0.3663, 0.4344, 0.6060, 0.3848, 0.3954, 0.4118, 0.4713, 0.5250, -0.3549, 0.7798, 0.1274, -0.3554, -0.1714, -0.3664, 1.1484, -0.9342, 0.1236, -0.4129, 0.1354, -0.4081, -0.5912, 0.9772, -0.8951, -0.4464, -0.5475, -0.4824, -0.9141, 0.8997, -0.6778, -0.6609, 0.6138, 0.5754, -0.0309, -0.3294, -0.8141, -0.4357, 0.2340, 0.2163, 0.3587, 0.7914, 0.4771, 0.3101, 0.4331, 0.4320],
  "lumo_ev": 2.19,
  "energy_ha": -5821.0360,
  "e_homo_ev": -4.8,
  "total_charge": -1,
  "gap_ev": 6.9751
}

***

Entry 2:
{
  "formula": "C28H18F5N4O4PdS3Se",
  "method": "ωB97M-V with the def2-TZVPD basis set",
  "elements": ["Pd", "Se", "C", "N", "O", "S", "C", "C", "C", "C", "C", "C", "C", "C", "C", "C", "C", "C", "H", "H", "H", "H", "H", "H", "H", "H", "H", "H", "F", "C", "C", "F", "C", "F", "C", "O", "C", "F", "C", "F", "N", "C", "C", "C", "C", "C", "C", "S", "O", "O", "N", "C", "S", "C", "C", "N", "H", "H", "H", "H", "H", "H", "H", "H"],
  "xyz": [[0.95, 0.65, 0.52], [4.57, 2.09, 1.21], [3.02, 1.48, 1.74], [1.99, 1.07, 2.18], [-0.27, 0.80, -1.30], [-0.95, 0.30, -2.53], [-2.41, -0.56, -1.95], [-3.04, -1.47, -2.79], [-4.20, -2.09, -2.34], [-4.71, -1.79, -1.09], [-4.05, -0.89, -0.26], [-2.89, -0.28, -0.68], [-1.80, 1.71, -3.20], [-1.86, 1.83, -4.58], [-2.56, 2.90, -5.13], [-3.18, 3.82, -4.31], [-3.08, 3.71, -2.92], [-2.39, 2.65, -2.36], [-2.63, -1.69, -3.76], [-4.69, -2.82, -2.97], [-5.63, -2.26, -0.76], [-4.45, -0.67, 0.72], [-2.33, 0.39, -0.03], [-1.36, 1.11, -5.21], [-2.62, 3.00, -6.21], [-3.74, 4.64, -4.74], [-3.55, 4.44, -2.28], [-2.29, 2.56, -1.29], [-3.86, 5.42, 1.25], [-2.74, 4.70, 1.03], [-2.59, 3.44, 1.56], [-3.57, 2.91, 2.30], [-1.44, 2.71, 1.33], [-1.40, 1.46, 1.86], [-0.36, 3.18, 0.55], [0.74, 2.57, 0.26], [-0.58, 4.47, 0.02], [0.36, 5.00, -0.77], [-1.72, 5.21, 0.25], [-1.85, 6.43, -0.29], [4.97, -4.03, 5.49], [4.82, -3.59, 4.17], [4.76, -2.22, 3.89], [4.63, -1.79, 2.58], [4.57, -2.71, 1.54], [4.65, -4.06, 1.81], [4.77, -4.50, 3.12], [4.27, -2.11, -0.09], [5.26, -1.11, -0.36], [4.23, -3.28, -0.95], [2.85, -1.40, 0.01], [1.76, -2.14, 0.12], [1.60, -3.89, 0.09], [-0.10, -3.74, 0.41], [-0.44, -2.44, 0.47], [0.57, -1.53, 0.30], [4.66, -3.37, 6.19], [4.66, -4.97, 5.67], [4.80, -1.50, 4.70], [4.58, -0.73, 2.36], [4.61, -4.77, 0.99], [4.82, -5.57, 3.34], [-0.73, -4.60, 0.51], [-1.45, -2.08, 0.63]],
  "mulliken_charge": [0.7130, -0.1965, 0.3789, -0.6064, -0.0120, -0.3439, 0.8713, -0.6742, -0.4565, -0.6322, -0.4545, -0.4168, 0.4852, -0.4776, -0.5020, -0.6157, -0.6447, 0.0087, 0.4149, 0.3869, 0.3795, 0.4631, 0.3734, 0.4382, 0.3798, 0.3865, 0.4570, 0.0955, -0.3616, 0.6953, 0.2292, -0.3719, -0.2185, -0.4406, 0.7561, -0.7861, 0.4192, -0.3698, 0.2879, -0.3792, -0.5999, 1.1957, -0.8852, -0.1024, -0.3744, -0.3032, -0.6482, 1.0958, -0.7061, -0.6957, -0.3906, 0.8414, -0.0941, -0.5616, -0.8519, -0.1395, 0.2241, 0.2162, 0.2866, 0.1430, 0.5142, 0.2615, 0.4010, 0.5145],
  "lumo_ev": 1.81,
  "energy_ha": -5820.9919,
  "e_homo_ev": -4.9,
  "total_charge": -1,
  "gap_ev": 6.6927
}

***

Entry 3:
{
  "formula": "C28H20B2N4O16V",
  "method": "ωB97M-V with the def2-TZVPD basis set",
  "elements": ["V", "O", "C", "O", "B", "O", "C", "O", "O", "C", "O", "C", "O", "O", "O", "C", "O", "B", "O", "C", "O", "O", "C", "O", "C", "O", "O", "N", "C", "C", "C", "C", "C", "H", "H", "H", "H", "H", "N", "C", "C", "C", "C", "C", "H", "H", "H", "H", "H", "N", "C", "C", "C", "C", "C", "H", "H", "H", "H", "H", "N", "C", "C", "C", "C", "C", "H", "H", "H", "H", "H"],
  "xyz": [[-0.35, 0.33, 0.98], [-0.31, -1.79, 0.30], [0.18, -2.69, -0.34], [0.31, -2.76, -1.61], [0.93, -4.08, -1.95], [1.13, -4.76, -0.66], [0.70, -3.98, 0.30], [0.69, -4.21, 1.48], [2.14, -3.92, -2.74], [1.99, -4.46, -3.95], [2.83, -4.53, -4.79], [0.54, -5.02, -4.02], [0.00, -4.83, -2.82], [0.01, -5.52, -4.96], [1.71, 1.97, -7.32], [1.94, 1.48, -6.27], [1.44, 1.85, -5.09], [2.07, 1.06, -4.04], [2.81, 0.00, -4.70], [2.87, 0.27, -6.01], [3.50, -0.32, -6.83], [2.97, 1.93, -3.21], [2.58, 1.93, -1.97], [3.00, 2.56, -1.04], [1.38, 0.96, -1.88], [1.09, 0.52, -3.05], [0.81, 0.69, -0.84], [1.58, -0.12, 1.92], [2.63, 0.69, 1.87], [3.77, 0.49, 2.63], [3.83, -0.59, 3.49], [2.74, -1.45, 3.55], [1.67, -1.20, 2.72], [2.56, 1.58, 1.25], [4.61, 1.17, 2.53], [4.74, -0.81, 4.03], [2.72, -2.36, 4.14], [0.87, -1.93, 2.61], [-1.57, -0.55, 2.55], [-2.58, -1.37, 2.28], [-3.51, -1.80, 3.21], [-3.40, -1.33, 4.51], [-2.34, -0.50, 4.83], [-1.44, -0.19, 3.83], [-2.66, -1.74, 1.27], [-4.27, -2.51, 2.92], [-4.14, -1.62, 5.25], [-2.20, -0.13, 5.83], [-0.57, 0.41, 4.10], [-0.34, 2.46, 1.48], [-1.09, 3.03, 2.43], [-1.17, 4.39, 2.64], [-0.45, 5.24, 1.81], [0.36, 4.67, 0.85], [0.36, 3.29, 0.71], [-1.61, 2.36, 3.11], [-1.85, 4.78, 3.39], [-0.50, 6.31, 1.95], [0.95, 5.28, 0.18], [1.08, 2.86, 0.03], [-2.10, 0.55, -0.28], [-3.19, 1.15, 0.22], [-4.34, 1.36, -0.50], [-4.38, 0.98, -1.83], [-3.28, 0.32, -2.36], [-2.19, 0.12, -1.54], [-3.14, 1.48, 1.25], [-5.23, 1.78, -0.04], [-5.25, 1.20, -2.43], [-3.33, -0.04, -3.38], [-1.29, -0.31, -1.98]],
  "mulliken_charge": [1.3204, 0.1631, 0.2370, -0.5026, 1.0617, -0.5208, 0.2927, -0.6039, -0.4906, 0.6109, -0.5533, 0.5874, -0.5378, -0.5689, -0.5602, 0.5704, -0.5481, 1.0383, -0.4625, 0.5765, -0.5409, -0.5296, 0.2383, -0.6189, 0.2459, -0.6222, 0.5378, 0.7293, -0.0091, -1.0949, -0.1556, -1.3223, -0.2202, 0.2729, 0.4908, 0.4073, 0.4636, 0.6690, 0.5902, -0.2345, -1.0449, -0.3070, -1.0224, -0.4185, 0.4515, 0.4626, 0.3980, 0.4595, 0.5769, 0.4349, -0.1995, -0.9126, -0.3481, -1.1171, -0.2691, 0.3646, 0.4444, 0.4113, 0.5149, 0.4026, 0.7506, 0.1602, -1.1482, -0.1772, -1.2945, -0.1321, 0.2973, 0.4281, 0.4306, 0.4964, 0.5001],
  "lumo_ev": [-0.87, -1.05],
  "energy_ha": -3496.1549,
  "e_homo_ev": [-9.0, -9.2],
  "spin_multiplicity": 4,
  "gap_ev": [8.0973, 8.1017],
  "s_squared": 3.757
}